# C62H42BN5O2Zn

C62H42BN5O2Zn as an isolated structure (the ωB97M-V functional and the def2-TZVPD basis, the OMol25 dataset).

Summary:
charge = -2
spin multiplicity = 1
Kohn-Sham gap = 4.20 eV
total energy = -125618.1061 eV
LUMO energy = 4.1 eV
HOMO level = -0.09 eV

Geometry (Å):
Zn (-0.408340, -0.388503, 0.205776)
C (-4.887578, -2.786047, 6.071702)
C (-5.369805, -2.785330, 4.767946)
C (-4.557853, -2.390531, 3.712770)
C (-3.227923, -1.995188, 3.915928)
C (-2.765962, -1.996250, 5.241229)
C (-3.579828, -2.376203, 6.300709)
C (-2.331599, -1.586415, 2.809177)
C (-2.237268, -2.442300, 1.622356)
C (-3.024163, -3.567454, 1.272976)
C (-2.653244, -3.938378, -0.025190)
C (-1.639947, -3.057733, -0.416250)
N (-1.379637, -2.179643, 0.604478)
C (-0.899746, -3.024239, -1.674061)
C (0.374740, -2.588834, -1.736942)
C (1.208118, -2.053327, -2.893288)
C (2.633271, -2.090721, -2.332275)
C (2.290447, -2.008932, -0.872985)
C (3.394440, -0.039318, -1.098334)
C (4.893593, 0.308348, -1.068150)
C (5.417087, 1.506734, -0.598134)
C (6.793256, 1.696160, -0.496203)
C (7.675181, 0.688896, -0.855922)
C (7.164638, -0.521491, -1.312348)
C (5.795038, -0.703389, -1.406129)
C (2.464584, 1.066463, -0.646321)
N (1.484692, 0.893980, 0.292142)
C (0.928408, 2.144153, 0.494355)
C (-0.027685, 2.460527, 1.563805)
C (-0.284161, 3.906349, 1.805392)
C (0.090189, 4.540638, 2.991816)
C (-0.195007, 5.883900, 3.214362)
C (-0.850506, 6.631196, 2.245392)
C (-1.217724, 6.017952, 1.052013)
C (-0.936683, 4.676464, 0.836302)
C (-0.712013, 1.557831, 2.337717)
C (-1.598964, 1.856466, 3.465747)
C (-2.164391, 0.697511, 3.851272)
C (-1.716788, -0.349312, 2.922952)
N (-0.784148, 0.199563, 2.086419)
C (1.535338, 3.076629, -0.355287)
C (2.507504, 2.383492, -1.092716)
N (1.092818, -2.281406, -0.556551)
C (-1.622817, -3.386554, -2.918279)
C (-2.904309, -2.885737, -3.156370)
C (-3.581921, -3.189102, -4.328912)
C (-2.999994, -4.013704, -5.285222)
C (-1.736063, -4.538527, -5.050352)
C (-1.059626, -4.230865, -3.875902)
H (-5.519269, -3.104216, 6.893630)
H (-6.395156, -3.082052, 4.573526)
H (-4.957364, -2.356716, 2.706669)
H (-1.741719, -1.690480, 5.421077)
H (-3.186559, -2.368345, 7.311266)
H (-3.774743, -4.048684, 1.880631)
H (-3.063348, -4.744919, -0.619200)
H (1.015283, -2.466589, -3.878309)
H (3.358720, -2.859483, -2.609651)
H (4.739605, 2.284156, -0.275884)
H (7.172164, 2.634707, -0.108414)
H (8.746256, 0.832843, -0.764726)
H (7.835693, -1.329006, -1.583977)
H (5.408799, -1.671863, -1.708029)
H (0.616170, 3.961559, 3.741878)
H (0.103720, 6.349182, 4.147393)
H (-1.071461, 7.679040, 2.416450)
H (-1.743409, 6.585180, 0.291554)
H (-1.239701, 4.194381, -0.087566)
H (-1.774423, 2.833488, 3.889782)
H (-2.895553, 0.563893, 4.634595)
H (1.314601, 4.131556, -0.412899)
H (3.155798, 2.775894, -1.867277)
H (-3.353168, -2.247232, -2.404958)
H (-4.569411, -2.778298, -4.501268)
H (-3.525246, -4.243484, -6.205558)
H (-1.280527, -5.200514, -5.777849)
H (-0.083656, -4.660882, -3.680448)
C (3.456167, -0.968370, 4.023319)
C (4.522706, -0.580877, 3.223454)
C (4.447120, -0.686206, 1.841061)
C (3.287670, -1.161797, 1.225255)
C (2.225171, -1.572540, 2.035921)
C (2.315470, -1.473298, 3.415575)
N (3.233707, -1.257694, -0.202428)
C (2.911254, -0.599057, -2.555339)
C (3.787989, -0.233566, -3.715552)
C (3.312648, 0.284761, -4.848623)
C (1.884046, 0.553265, -5.066828)
C (0.986184, 0.214849, -4.148115)
C (1.367202, -0.467658, -2.883999)
H (3.509749, -0.861738, 5.100945)
H (5.430781, -0.193531, 3.671941)
H (5.304623, -0.398313, 1.247833)
H (1.309766, -1.931755, 1.590035)
H (1.457029, -1.761750, 4.011681)
H (4.854133, -0.398787, -3.628135)
H (4.008148, 0.529536, -5.645155)
H (1.583092, 1.039933, -5.987631)
H (-0.070769, 0.427228, -4.284206)
H (0.802057, -0.024163, -2.066037)
O (-3.036528, 0.656090, -0.361736)
B (-1.752901, 0.718078, -1.002317)
O (-1.856137, 1.763528, -1.972918)
C (-3.091503, 2.319884, -1.858080)
C (-3.630712, 3.381908, -2.548024)
C (-4.936536, 3.762166, -2.218800)
C (-5.652765, 3.089617, -1.235359)
C (-5.094240, 2.010181, -0.542178)
C (-3.808787, 1.646309, -0.874625)
H (-3.057817, 3.906641, -3.303383)
H (-5.393406, 4.599988, -2.733003)
H (-6.661019, 3.408660, -0.997625)
H (-5.633364, 1.487586, 0.238024)

Atoms 1-2, force components in eV/Å:
-0.0053 -0.0800 0.1499
0.0400 -0.0021 -0.0162


# C62H42BrF3NO11P3

A 4-piece molecular cluster, C62H42BrF3NO11P3 overall in a non-equilibrium geometry (the ωB97M-V functional and the def2-TZVPD basis, the OMol25 dataset).

Summary:
spin multiplicity = 1
Kohn-Sham gap = 6.91 eV
total energy = -195051.1902 eV
SMILES = CP(C)c1cc(P(N)O)cc2c1C(=O)c1c(c(Br)c(P(C)O)c(CC=O)c1C(F)(F)F)C2=O.O=C1c2ccccc2C(=O)c2ccccc21.O=C1c2ccccc2C(=O)c2ccccc21.O=C1c2ccccc2C(=O)c2ccccc21
LUMO energy = -1.4 eV
HOMO level = -8.27 eV

Geometry (Å):
C (-0.299346, -3.713659, 0.429038)
P (0.982333, -2.403234, 0.731915)
C (1.260843, -1.708065, -0.964748)
C (2.473941, -3.312001, 1.334296)
C (2.467416, -4.677969, 1.553613)
C (3.586092, -5.362835, 1.994469)
P (3.426946, -7.202886, 2.169702)
N (2.263416, -7.464487, 3.444958)
O (4.895749, -7.793313, 2.683582)
C (4.762180, -4.675502, 2.272535)
C (4.769005, -3.323582, 2.063361)
C (3.670446, -2.640759, 1.589952)
C (3.859196, -1.167279, 1.374132)
O (3.417698, -0.598845, 0.390120)
C (4.689599, -0.432446, 2.439084)
C (5.794300, -1.133517, 2.874155)
C (6.652857, -0.610988, 3.819874)
Br (8.150962, -1.600158, 4.478486)
C (6.387497, 0.679315, 4.293413)
P (7.553201, 1.453043, 5.546856)
C (7.564847, 0.375497, 7.061452)
O (9.030565, 1.399521, 4.774749)
C (5.270161, 1.376930, 3.850983)
C (5.081210, 2.783672, 4.427550)
C (4.616863, 2.776662, 5.892865)
O (4.852070, 3.733424, 6.598061)
C (4.381180, 0.819766, 2.932268)
C (3.142071, 1.560262, 2.496748)
F (2.107063, 0.744817, 2.222138)
F (2.660247, 2.393093, 3.431440)
F (3.401649, 2.245258, 1.376789)
C (6.038531, -2.535751, 2.326261)
O (7.131076, -2.996524, 2.089198)
H (0.214388, -4.561885, -0.052028)
H (-0.773957, -4.043617, 1.354292)
H (-1.035942, -3.369940, -0.301397)
H (2.258748, -1.946389, -1.347246)
H (0.487021, -1.992667, -1.683592)
H (1.246140, -0.621812, -0.854897)
H (1.584771, -5.283251, 1.354521)
H (1.974997, -6.552588, 3.802916)
H (2.710438, -7.949378, 4.222512)
H (5.286406, -7.227062, 3.369500)
H (5.627874, -5.225371, 2.631266)
H (7.035834, -0.563566, 6.868330)
H (7.090199, 0.949984, 7.859034)
H (8.601914, 0.112879, 7.299844)
H (9.592859, 0.726750, 5.182511)
H (4.469136, 3.429378, 3.796050)
H (6.071102, 3.250519, 4.446315)
H (4.097072, 1.895256, 6.335049)
O (-3.462538, -2.246029, 0.881442)
C (-4.435840, -1.534925, 0.730198)
C (-4.668731, -0.367902, 1.623155)
C (-3.750386, -0.083519, 2.626736)
C (-3.934280, 1.023355, 3.438486)
C (-5.035996, 1.852531, 3.250813)
C (-5.962774, 1.563970, 2.262749)
C (-5.786527, 0.451156, 1.449491)
C (-6.798100, 0.143902, 0.401774)
O (-7.796685, 0.824308, 0.285337)
C (-6.553568, -1.010873, -0.504760)
C (-7.467759, -1.290859, -1.512785)
C (-7.235814, -2.341707, -2.384244)
C (-6.088402, -3.117679, -2.252813)
C (-5.181381, -2.851010, -1.241254)
C (-5.411716, -1.801412, -0.360543)
H (-2.890310, -0.724398, 2.769283)
H (-3.215509, 1.246039, 4.216764)
H (-5.171206, 2.724153, 3.878368)
H (-6.821536, 2.206364, 2.120132)
H (-8.357491, -0.684605, -1.618339)
H (-7.947278, -2.556037, -3.171478)
H (-5.904292, -3.932815, -2.940852)
H (-4.291405, -3.457238, -1.138400)
O (-5.474532, 4.560034, -0.263471)
C (-5.108401, 3.487149, -0.697832)
C (-5.989776, 2.687599, -1.593099)
C (-7.235210, 3.189697, -1.949710)
C (-8.048811, 2.473153, -2.811343)
C (-7.621665, 1.251472, -3.322212)
C (-6.388468, 0.738617, -2.956897)
C (-5.570892, 1.450426, -2.087598)
C (-4.256454, 0.879122, -1.689201)
O (-3.915645, -0.221194, -2.075153)
C (-3.367309, 1.687034, -0.811328)
C (-2.123258, 1.183801, -0.457116)
C (-1.272208, 1.933720, 0.336770)
C (-1.661161, 3.194266, 0.779334)
C (-2.906458, 3.697127, 0.437657)
C (-3.766551, 2.944142, -0.353079)
H (-7.565878, 4.141763, -1.556848)
H (-9.017065, 2.868023, -3.091203)
H (-8.254305, 0.698836, -4.004922)
H (-6.058771, -0.213919, -3.350150)
H (-1.818572, 0.204573, -0.803097)
H (-0.302040, 1.536860, 0.610681)
H (-0.991764, 3.782897, 1.394278)
H (-3.209655, 4.675857, 0.784898)
O (2.406137, -0.571736, -5.909091)
C (1.950598, 0.538960, -5.726189)
C (1.392937, 1.327252, -6.859717)
C (1.377580, 0.772837, -8.133810)
C (0.826804, 1.480203, -9.189157)
C (0.287104, 2.745004, -8.976513)
C (0.315053, 3.308664, -7.711973)
C (0.872571, 2.605933, -6.650845)
C (0.911762, 3.231418, -5.300059)
O (0.507267, 4.363787, -5.130783)
C (1.450556, 2.436338, -4.164724)
C (1.460896, 2.987940, -2.890151)
C (1.933160, 2.247720, -1.817438)
C (2.391275, 0.948855, -2.011173)
C (2.390315, 0.398538, -3.284451)
C (1.928881, 1.139310, -4.365263)
H (1.792268, -0.212604, -8.298462)
H (0.811958, 1.044878, -10.180228)
H (-0.153959, 3.291332, -9.800438)
H (-0.099989, 4.294086, -7.547910)
H (1.095668, 3.994690, -2.735311)
H (1.934996, 2.675252, -0.829173)
H (2.738304, 0.354629, -1.167208)
H (2.745647, -0.612457, -3.436434)

Atoms 1-2, force components in eV/Å:
1.1659 -0.5192 -0.4676
-1.1259 0.6961 0.6399


What is the Kohn-Sham gap in the first record? 4.20 eV


Which value of LUMO energy does entry 2 give? -1.4 eV